DFT (ωB97M-V with the def2-TZVPD basis set) results for a structure of composition C20H31AsBN2O4S5Se2TcTe.

Last column: Mulliken charge in e.
Positions of all 68 atoms, in Å:
Tc 0.0444 -0.1863 0.0209  -0.592
O -0.9935 2.2811 2.3185  -0.175
C -2.3244 2.2428 2.8071  -1.309
C -2.8865 0.8137 2.7575  2.254
C -4.1515 0.8029 3.6331  -1.377
O -3.9366 1.1820 4.9871  -0.547
C -1.8687 -0.1695 3.3426  -1.419
Se -0.7505 -1.2025 2.1064  -0.429
C -3.3518 0.3499 1.3736  -1.626
Se -2.2122 0.6696 -0.1787  -0.739
H -0.5402 3.0589 2.6526  0.127
H -2.9823 2.9101 2.2322  0.295
H -2.3450 2.5653 3.8487  0.590
H -4.6010 -0.1949 3.5793  0.476
H -4.8745 1.5158 3.2338  0.461
H -3.3180 0.5656 5.3916  0.359
H -2.3796 -0.9676 3.8865  0.587
H -1.1802 0.3379 4.0168  0.331
H -4.2756 0.8591 1.0960  0.582
H -3.5409 -0.7285 1.4048  0.418
S 4.1195 1.6503 -0.9924  -0.362
As 3.3786 1.6204 0.9204  0.788
S 1.7633 -0.5765 -1.4996  -0.376
S 1.9144 0.1878 1.5924  -0.425
S 4.1009 2.8514 2.3771  -0.381
N -2.3322 -3.2063 -0.4910  -0.379
C -1.1542 -3.8344 -0.1622  0.715
C -1.1188 -5.1842 0.2089  -0.861
C 0.0938 -5.7517 0.5260  -0.346
C 1.2530 -4.9802 0.4699  -0.919
C 1.1320 -3.6690 0.0664  -0.384
N -0.0391 -3.1028 -0.2574  0.499
H -3.1766 -3.7017 -0.2642  0.293
H -2.3664 -2.2108 -0.3094  -0.007
H -2.0396 -5.7550 0.2537  0.363
H 0.1420 -6.7930 0.8226  0.390
H 2.2200 -5.3859 0.7327  0.442
H 2.0023 -3.0270 -0.0213  0.482
Te -0.2465 -1.2421 -2.4821  0.183
C -0.2739 0.1325 -4.0819  0.201
C 0.4791 -0.0379 -5.2086  -0.402
C 0.1752 0.9140 -6.2223  -0.524
C -0.8219 1.7636 -5.8488  -0.563
S -1.3750 1.4326 -4.2668  -0.029
H 1.2301 -0.8128 -5.3071  0.409
H 0.6748 0.9573 -7.1813  0.391
H -1.2520 2.5789 -6.4137  0.402
C 2.3242 4.8160 -0.4042  -1.898
C 0.9770 4.1229 -0.3816  1.733
C 0.0063 4.9122 0.4874  -2.072
O 1.1366 2.8221 0.2615  0.049
B 0.3836 1.8948 -0.4287  1.704
O -0.1199 2.4110 -1.5940  0.898
C 0.4049 3.7484 -1.7937  1.012
C -0.7439 4.6195 -2.2657  -1.800
C 1.4829 3.6595 -2.8614  -1.496
H 2.6447 5.0075 0.6191  0.383
H 2.2418 5.7708 -0.9294  0.370
H 3.0872 4.2085 -0.8847  0.375
H 0.4250 4.9792 1.4941  0.505
H -0.9669 4.4181 0.5410  0.244
H -0.1288 5.9242 0.1010  0.376
H -1.5967 4.5459 -1.5920  0.302
H -1.0642 4.2772 -3.2512  0.343
H -0.4328 5.6637 -2.3433  0.363
H 2.2838 2.9844 -2.5489  0.047
H 1.9067 4.6443 -3.0698  0.366
H 1.0444 3.2659 -3.7793  0.327

Forces on the atoms, in the same order (eV/Å):
0.4 -0.1 -0.2
-0.2 -0.2 -0.1
0.0 0.0 -0.1
0.2 0.1 0.0
0.0 0.0 0.2
0.0 0.0 -0.2
0.2 0.1 -0.1
-0.1 -0.2 0.2
0.1 -0.1 0.0
0.1 0.4 0.1
0.0 0.0 0.0
0.0 0.0 -0.1
-0.1 0.0 0.1
0.0 0.0 0.0
0.0 0.0 0.1
0.0 -0.1 0.0
0.0 0.0 0.0
0.0 0.0 0.0
-0.1 0.0 0.0
0.0 0.0 0.1
0.0 -0.3 0.2
0.2 0.5 -0.2
0.0 0.0 0.1
-0.3 -0.2 -0.1
-0.1 -0.3 0.0
0.0 -0.1 -0.1
0.1 0.1 0.0
-0.1 -0.1 0.0
0.0 0.0 0.0
0.0 0.0 0.0
0.0 0.0 -0.1
0.1 0.0 0.2
0.0 0.0 0.0
0.1 0.0 0.0
0.1 0.0 0.0
0.0 0.0 0.0
0.0 0.0 0.0
0.0 0.0 0.0
0.1 0.1 -0.2
-0.2 0.1 0.2
0.1 0.1 -0.1
0.1 -0.1 0.0
-0.1 0.0 0.1
0.0 -0.1 0.0
0.0 0.1 0.0
0.0 0.0 0.1
0.1 -0.1 0.0
0.0 0.1 0.0
-0.1 0.0 0.0
-0.1 -0.1 0.0
-0.1 -0.1 0.0
-0.2 -0.1 -0.2
0.1 0.0 0.2
0.1 0.0 0.0
0.0 0.0 0.0
0.1 -0.1 0.0
0.0 0.0 0.0
0.0 0.0 0.0
0.0 0.0 0.0
0.0 0.0 0.0
0.1 0.0 0.0
0.0 0.0 0.0
0.0 0.0 0.0
0.0 0.1 0.0
0.0 0.0 0.0
-0.1 0.1 0.0
0.0 -0.1 0.0
0.0 0.0 0.0

The calculation puts the relative energy (zero: lowest compared OMol25 entry of this formula, charge and spin) at 1.041 eV. The calculation puts the LUMO energy (spin up / spin down) at -1.64 / -1.48 eV. The total charge is 0.

DFT (ωB97M-V with the def2-TZVPD basis set) results for a structure of composition C22H43InN2P3Se.

Last column: Mulliken charge in e.
Positions of all 72 atoms, in Å:
In -1.7538 0.0279 -0.7750  0.950
P -1.3776 -2.2736 1.0982  0.872
P 1.7477 -0.8096 2.1169  0.883
P 1.6505 -1.6286 -1.1488  0.814
H -3.1172 2.5391 -4.3849  0.329
C -3.1857 1.4601 -4.6078  -0.736
C -3.0433 0.5164 -3.6793  -0.076
H -3.0701 0.8558 -2.6371  0.028
C -2.8150 -2.1421 2.2503  -1.419
C -0.3470 -3.4300 2.1095  -1.280
C -2.0696 -3.4996 -0.1043  -1.191
C 3.0051 0.5407 2.1113  -1.411
C 1.1957 -0.5545 3.8688  -1.371
C 2.9234 -2.2140 2.4344  -1.489
C 1.4256 -1.6385 -2.9652  -1.439
C 1.8986 -3.4611 -0.8736  -1.202
C 3.4327 -1.1249 -1.1249  -1.044
H -3.4862 1.1541 -5.6193  0.274
H -3.0490 -0.5303 -3.9748  0.315
H -3.4747 -1.3189 1.9571  0.370
H -2.4806 -1.9655 3.2804  0.414
H -3.3758 -3.0814 2.2140  0.499
H 0.0365 -2.9275 3.0065  0.231
H 0.4957 -3.8270 1.5338  0.170
H -0.9775 -4.2696 2.4273  0.596
H -2.6865 -2.9966 -0.8644  0.458
H -2.6976 -4.2028 0.4607  0.457
H -1.2738 -4.0677 -0.6187  0.282
H 3.6697 0.4104 2.9714  0.496
H 2.4887 1.5043 2.1871  0.398
H 3.5911 0.5537 1.1829  0.338
H 2.0819 -0.5054 4.5153  0.555
H 0.5223 -1.3448 4.2264  0.402
H 0.6421 0.4006 3.9447  0.321
H 3.4823 -2.0220 3.3512  0.535
H 3.6265 -2.3238 1.6002  0.391
H 2.3847 -3.1630 2.5403  0.386
H 2.3353 -2.0459 -3.4079  0.593
H 1.2665 -0.6210 -3.3514  0.310
H 0.5705 -2.2607 -3.2156  0.442
H 2.4537 -3.8562 -1.7297  0.498
H 0.9296 -3.9727 -0.8111  0.243
H 2.4589 -3.6645 0.0450  0.293
H 3.9108 -1.6028 -1.9951  0.513
H 3.9406 -1.4028 -0.1961  0.294
H 3.4878 -0.0257 -1.2535  0.145
C 1.0920 2.2886 -2.3163  0.865
C -0.1347 2.6637 -2.9116  0.220
C -0.1903 3.1551 -4.2185  -0.833
C 1.0055 3.4152 -4.8951  -0.630
C 2.2232 3.1653 -4.2448  -0.592
C 2.2921 2.6337 -2.9560  -0.503
Se 1.1534 1.2818 -0.7452  -0.067
H -0.6968 -0.2790 -2.2819  0.010
H -1.0274 2.5055 -2.3012  0.191
H -1.1453 3.3353 -4.6966  0.302
H 1.0478 3.8176 -5.9049  0.438
H 3.1376 3.3990 -4.7762  0.426
H 3.2457 2.4284 -2.4762  0.458
N -3.1732 4.0488 4.2114  -0.452
C -2.4377 3.2938 3.3427  1.131
C -2.1439 1.9382 3.6393  -1.037
C -1.7215 1.1202 2.5940  -0.517
N -1.5683 1.5666 1.3318  0.053
C -1.6772 2.8911 1.0881  -0.078
C -2.0864 3.8061 2.0646  -0.981
H -3.5184 3.6757 5.0869  0.219
H -3.4849 4.9887 3.9671  0.215
H -2.3343 1.5492 4.6441  0.402
H -1.5466 0.0515 2.7532  0.646
H -1.4353 3.2089 0.0618  0.293
H -2.2483 4.8632 1.8446  0.385

Forces on the atoms, in the same order (eV/Å):
3.0 0.0 1.4
-1.5 -1.0 -0.2
1.5 -0.1 0.9
2.4 -0.4 -0.7
-0.4 -0.7 -0.1
-0.4 0.0 0.0
-0.5 0.7 -0.8
0.2 -0.2 0.0
0.0 0.4 -0.1
0.6 0.5 -0.1
0.1 0.1 -0.2
-0.2 0.2 -0.5
-0.8 0.3 -0.1
-0.4 -0.3 -0.5
-0.6 0.6 0.1
-0.9 0.2 0.6
-0.2 0.7 0.0
0.7 0.3 0.3
-0.2 0.0 0.6
0.0 -0.2 0.1
-0.1 0.0 -0.2
0.1 0.1 0.1
-0.1 -0.2 -0.3
-0.2 0.1 0.1
-0.1 0.2 -0.2
0.1 -0.3 0.2
0.2 0.1 -0.3
-0.4 0.3 0.2
-0.1 0.0 -0.2
0.2 -0.1 0.1
-0.1 -0.1 0.3
-0.2 -0.1 -0.2
0.3 0.2 0.0
0.3 -0.4 0.0
0.0 0.0 -0.1
-0.1 0.0 0.3
0.2 0.2 0.1
-0.1 -0.1 0.0
0.1 -0.3 0.0
-0.1 0.0 -0.2
-0.1 0.2 0.0
0.3 0.0 -0.1
-0.1 0.2 -0.2
-0.1 0.0 0.5
-0.1 0.0 -0.3
0.2 -0.7 0.1
-0.1 0.1 0.4
-0.3 -0.3 -0.5
0.0 0.0 0.8
0.5 -0.3 0.6
0.3 0.1 0.3
0.1 -0.1 -1.0
-0.5 0.3 -0.1
-1.5 0.0 1.1
0.0 0.1 -0.5
0.2 0.1 0.1
-0.3 -0.1 0.2
0.0 0.0 0.1
-0.1 0.1 -0.2
0.7 -0.2 -0.7
-1.4 0.7 0.6
0.4 -0.4 -0.8
-0.7 0.2 0.7
-0.1 -0.7 -1.3
-0.5 1.0 0.5
0.3 -1.0 -0.7
0.2 0.0 -0.2
0.3 -0.5 0.1
0.2 0.0 -0.4
-0.1 0.5 0.0
-0.2 0.0 0.6
0.2 -0.4 -0.1

The calculation puts the LUMO energy (spin up / spin down) at -11.56 / -11.62 eV. The total charge is +3.

DFT (ωB97M-V with the def2-TZVPD basis set) results for a structure of composition C11H23BaN3O9.

Last column: Mulliken charge in e.
Positions of all 47 atoms, in Å:
Ba 0.3476 -0.4987 0.5813  1.856
C 0.2260 3.6079 -2.2122  -0.797
C -0.6122 4.7664 -2.2626  0.387
C -1.9589 4.6810 -1.5088  0.477
O -2.7711 5.5893 -1.6391  -0.667
C -2.2085 3.5329 -0.6769  -0.779
C -1.3811 2.4370 -0.6462  0.423
C -0.0771 2.4867 -1.4538  0.420
O 0.8043 1.5403 -1.3642  -0.675
O -1.6880 1.4137 0.0677  -0.835
O -0.3218 5.8164 -2.8276  -0.667
H 1.0691 3.5796 -2.8905  0.382
H -3.1702 3.5382 -0.1810  0.399
C 0.6346 1.6942 3.7984  0.457
O 0.2551 1.1997 2.7424  -0.566
N 0.6003 3.0459 3.9881  -0.414
N 1.0488 0.9236 4.8555  -0.363
H 1.0475 3.4534 4.7886  0.191
H 0.4560 3.6047 3.1634  0.263
H 0.9160 -0.0675 4.7989  0.194
H 1.3868 1.3160 5.7138  0.157
C 1.5318 -4.1245 -2.1569  -1.432
C 0.7809 -2.9545 -1.4889  0.154
C -0.5571 -2.6496 -2.1105  -0.679
O -0.8801 -1.2948 -1.8365  -0.017
C -2.0864 -0.8668 -2.4007  -0.817
N 0.6686 -3.1777 -0.0029  -0.487
H 0.7666 -4.7956 -2.5775  0.336
H 2.0602 -4.7621 -1.4498  0.396
H 2.1700 -3.8538 -2.9931  0.348
H 1.4324 -2.0739 -1.5758  0.142
H -1.3491 -3.3791 -1.8794  0.427
H -0.5111 -2.6572 -3.2132  0.468
H -2.2953 0.1400 -2.0520  0.181
H -2.9259 -1.5382 -2.1719  0.347
H -2.0205 -0.8695 -3.4998  0.290
H -0.0949 -3.8684 0.0365  0.223
H 1.4048 -3.8306 0.2694  0.169
O -1.8291 -1.5172 1.7598  -0.471
H -2.7049 -1.1165 1.6864  0.242
H -1.9525 -2.3215 2.2713  0.203
O 1.1856 -2.2110 2.7913  -0.398
H 2.0613 -1.9920 3.1311  0.268
H 0.9671 -3.0539 3.2004  0.228
O 3.0414 0.1021 0.0554  -0.543
H 3.3205 -0.0298 -0.8572  0.282
H 3.2122 1.0356 0.2293  0.299

Forces on the atoms, in the same order (eV/Å):
-0.7 2.6 -0.7
-0.8 -0.3 -0.2
0.1 0.2 0.0
-0.4 0.1 0.2
0.1 0.0 0.0
0.2 0.4 -0.7
-0.5 0.3 0.5
1.4 0.4 -0.3
-1.0 -0.9 0.9
1.1 -1.3 -0.1
0.0 -0.3 0.0
0.3 0.0 0.3
0.1 -0.2 0.2
-0.4 0.4 0.1
0.3 -0.4 0.0
0.3 -0.6 0.1
0.1 0.3 -0.2
0.0 0.2 -0.1
-0.1 0.0 0.0
-0.1 0.0 -0.1
-0.1 0.0 0.0
-1.4 -0.6 -0.4
1.8 -0.3 0.6
-0.1 1.0 -1.6
0.2 -0.8 1.4
-0.8 0.1 -0.9
-1.1 -1.9 -0.9
0.2 0.0 0.0
0.3 0.3 0.1
0.1 0.2 0.1
-0.3 0.1 -0.3
0.0 0.2 0.6
0.5 -0.6 0.1
0.1 0.0 0.1
0.1 0.1 0.4
0.2 0.1 0.1
-0.3 0.6 0.4
0.5 0.7 0.0
-0.4 -0.3 0.2
0.1 0.2 -0.1
-0.1 0.0 0.0
0.2 0.1 0.3
0.0 0.0 0.0
0.0 0.0 0.0
0.4 -0.3 0.3
-0.1 0.2 -0.1
-0.2 0.1 -0.2

The calculation puts the LUMO energy at -1.28 eV. The total charge is 0.

Results for DFT total energy: -288292.26280, -124847.67475, -35373.30405 (in eV, following the order of the records).